This record from the OMol25 dataset describes 2 unconnected molecules or ions with the total composition C8H16NO2Se. The level of theory is the ωB97M-V functional and the def2-TZVPD basis.

Each line ends with the natural charge from an NBO analysis.
Geometry (Å):
C: -1.866 0.476 2.218  0.406
C: -1.581 -1.769 1.128  -0.588
C: -1.543 -0.279 0.855  -0.153
C: 0.771 -0.718 0.757  -0.349
C: 0.839 1.674 -2.035  -0.615
C: 1.558 -1.823 -1.052  0.029
C: 1.361 1.786 -0.589  -0.417
C: 0.099 1.553 0.222  -0.181
N: -0.223 0.066 0.187  -0.457
O: -1.712 0.072 3.333  -0.435
O: 0.400 -1.844 -1.765  -0.686
Se: 0.188 -2.078 2.021  0.418
H: -2.532 1.323 2.040  0.134
H: -2.432 -1.923 1.863  0.278
H: -1.813 -2.229 0.170  0.225
H: -2.302 0.071 0.106  0.233
H: 1.637 -0.256 1.188  0.222
H: 0.600 0.666 -2.298  0.202
H: -0.123 2.064 -2.073  0.201
H: 1.384 2.278 -2.673  0.246
H: 1.801 -2.760 -0.590  0.194
H: 2.441 -1.083 -1.293  0.220
H: 1.711 2.770 -0.311  0.242
H: 2.032 1.037 -0.198  0.215
H: 0.287 1.917 1.296  0.239
H: -0.696 1.999 -0.230  0.207
H: -0.387 -0.244 -0.803  0.458
H: 0.101 -2.750 -1.472  0.510

Its total charge is +1. Its electronic energy is -79475.3709 eV.



This record from the OMol25 dataset describes 3 unconnected molecules or ions with the total composition H3N3O2. The level of theory is the ωB97M-V functional and the def2-TZVPD basis.

Each line ends with the Löwdin spin population.
Geometry (Å):
N: -2.402 -2.219 -4.911  0.000
N: 4.590 3.368 9.504  1.910
N: 1.884 5.641 8.991  0.013
O: 0.834 5.103 8.652  0.004
O: 2.186 6.805 8.616  0.004
H: -3.314 -2.095 -4.393  0.000
H: -2.209 -1.334 -5.253  0.000
H: 3.564 3.078 9.712  0.069

Its expectation value of S² is 2.008. Its total charge is -2. As for the spin multiplicity: 3. Its electronic energy is -8606.3790 eV.



This record from the OMol25 dataset describes 2 unconnected molecules or ions with the total composition C10H16O. The level of theory is the ωB97M-V functional and the def2-TZVPD basis.

Each line ends with the natural charge from an NBO analysis.
Geometry (Å):
C: -2.514 -1.408 -1.327  -0.625
C: -1.078 -1.379 -0.921  -0.069
C: -0.733 -1.423 0.390  -0.185
C: 0.584 -1.710 0.724  -0.264
C: 1.455 -1.975 -0.306  0.283
O: 2.711 -2.255 0.120  -0.679
C: 1.131 -1.963 -1.694  -0.279
C: -0.190 -1.685 -1.980  -0.170
H: -2.659 -0.899 -2.304  0.210
H: -3.217 -1.017 -0.587  0.218
H: -2.807 -2.420 -1.700  0.216
H: -1.424 -1.178 1.192  0.215
H: 1.056 -1.893 1.746  0.235
H: 3.330 -1.935 -0.503  0.474
H: 1.900 -2.000 -2.458  0.215
H: -0.637 -1.824 -2.916  0.205
C: 0.622 2.587 2.353  -0.615
C: -0.266 2.240 1.205  -0.393
C: 0.348 2.496 -0.179  -0.599
H: 0.404 3.560 2.665  0.204
H: 1.669 2.554 2.148  0.206
H: 0.495 1.867 3.173  0.210
H: -0.494 1.087 1.330  0.183
H: -1.270 2.645 1.172  0.200
H: 0.560 3.612 -0.068  0.190
H: 1.288 1.935 -0.238  0.202
H: -0.265 2.380 -1.038  0.212

The SMILES is Cc1ccc(O)cc1.CCC. Its total charge is 0. Its electronic energy is -12675.7737 eV.